--- a ---
The following is a DFT calculation (ωB97M-V/def2-TZVPD) of a molecular structure, C5H13NO2.

Calculated values
2S+1: 1
Frontier orbital gap in eV: 8.875

```
21
Properties=species:S:1:pos:R:3:nbo_charge:R:1
O -1.359 -1.751 1.541 -0.5302
O 0.011 -1.379 1.765 -0.6081
N 0.787 -0.047 -0.195 -0.6673
C 0.985 0.256 -2.565 -0.4472
C -0.274 1.075 0.781 -0.1244
C 0.427 1.614 1.992 -0.6603
C -0.852 -1.152 -1.624 -0.6572
C 0.356 -0.269 -1.509 0.1803
H 1.449 1.916 1.755 0.2073
H -0.371 1.809 -0.019 0.1865
H -1.688 -0.749 -1.047 0.2312
H -0.097 2.510 2.339 0.2310
H 1.724 0.336 -0.148 0.3886
H -1.204 0.552 0.983 0.2380
H 0.530 -0.990 0.677 0.4656
H -1.593 -2.165 2.379 0.4572
H 0.454 0.884 2.797 0.2492
H -1.151 -1.260 -2.666 0.2190
H -0.637 -2.141 -1.212 0.2395
H 0.653 0.053 -3.570 0.2078
H 1.849 0.897 -2.456 0.1936
```


--- b ---
The following is a DFT calculation (ωB97M-V/def2-TZVPD) of 2 unconnected molecules or ions with the total composition C5H13NO2.

Calculated values
2S+1: 1
SMILES: CCNCCC=O.O
Frontier orbital gap in eV: 9.935

```
21
Properties=species:S:1:pos:R:3:nbo_charge:R:1
O 0.707 0.536 -2.609 -0.5263
O 0.415 0.246 3.348 -0.9452
N -1.017 0.027 0.633 -0.6614
C -1.001 -2.366 -0.039 -0.6207
C 1.473 0.892 -1.749 0.4497
C -0.154 1.137 0.231 -0.2157
C 1.226 0.652 -0.271 -0.5447
C -1.349 -0.923 -0.439 -0.2519
H -1.007 -2.402 1.050 0.2145
H -1.792 0.406 1.156 0.3688
H 2.353 1.500 -2.021 0.1111
H 1.243 -0.429 -0.103 0.2445
H -0.006 -2.636 -0.389 0.2034
H 0.056 1.692 1.141 0.2120
H -1.751 -3.091 -0.342 0.2107
H 2.065 1.096 0.267 0.2227
H -0.898 -0.597 -1.373 0.2229
H -0.598 1.826 -0.497 0.1780
H 0.502 -0.087 2.446 0.4788
H -0.530 0.368 3.461 0.4638
H -2.429 -0.882 -0.610 0.1850
```


Most stable: b


--- a ---
The following is a DFT calculation (ωB97M-V/def2-TZVPD) of 3 unconnected molecules or ions with the total composition C5H13NO2.

Calculated values
2S+1: 1
SMILES: C=CCNC=C.O.O
Frontier orbital gap in eV: 8.886

```
21
Properties=species:S:1:pos:R:3:nbo_charge:R:1
O 1.528 -1.835 -1.182 -0.9646
O 0.980 -1.606 1.809 -0.9471
N -1.566 1.114 0.184 -0.6032
C 1.575 1.041 -1.084 -0.3817
C -0.694 1.985 -0.592 -0.2572
C -1.507 -0.262 -0.092 0.0004
C 0.770 1.745 -0.305 -0.2190
C -1.794 -1.197 0.802 -0.5100
H -1.194 -0.516 -1.098 0.1987
H -0.913 1.892 -1.663 0.2009
H 2.593 0.856 -0.757 0.2062
H 1.987 -2.444 -0.610 0.4794
H 0.925 -1.282 -0.662 0.4885
H -1.504 1.297 1.174 0.3648
H 1.311 0.663 -2.061 0.2085
H 1.085 2.213 0.627 0.1902
H 1.222 -0.722 2.079 0.4731
H 0.214 -1.883 2.318 0.4773
H -1.846 -2.238 0.515 0.2094
H -0.932 3.010 -0.288 0.2020
H -2.007 -1.038 1.854 0.1836
```


--- b ---
The following is a DFT calculation (ωB97M-V/def2-TZVPD) of 2 unconnected molecules or ions with the total composition C5H13NO2.

Calculated values
2S+1: 1
SMILES: CCCCC(N)=O.O
Frontier orbital gap in eV: 10.765

```
21
Properties=species:S:1:pos:R:3:nbo_charge:R:1
O -0.277 -1.083 -1.394 -0.5926
O -2.612 1.310 -2.045 -0.9509
N -1.838 -2.402 -0.382 -0.8536
C -0.493 -0.882 0.954 -0.5120
C -0.739 -1.515 -0.370 0.6853
C 2.588 1.541 0.518 -0.6188
C 1.588 0.557 -0.009 -0.4189
C 0.405 0.351 0.938 -0.3870
H -2.766 0.574 -2.644 0.4763
H -1.496 -0.515 1.260 0.2278
H -2.080 1.040 -1.281 0.4756
H 1.373 0.693 -1.079 0.2385
H -0.237 1.195 0.696 0.1936
H 3.607 1.324 0.157 0.2120
H 2.194 -0.360 -0.114 0.1964
H -2.390 -2.504 -1.224 0.3918
H 0.723 0.458 2.009 0.2071
H 2.377 2.601 0.262 0.2007
H -2.447 -2.608 0.391 0.3865
H 2.687 1.764 1.580 0.2090
H -0.167 -1.538 1.777 0.2331
```


Most stable: b


--- a ---
The following is a DFT calculation (ωB97M-V/def2-TZVPD) of 2 unconnected molecules or ions with the total composition C5H13NO2.

Calculated values
2S+1: 1
SMILES: CC(C)N(C)C=O.O
Frontier orbital gap in eV: 10.047

```
21
Properties=species:S:1:pos:R:3:nbo_charge:R:1
O -0.376 -0.547 -1.701 -0.6312
O -2.099 -0.529 -3.380 -0.9358
N -0.249 0.623 0.296 -0.4508
C 2.064 0.015 0.885 -0.6403
C -0.633 0.382 -0.973 0.5430
C -0.918 1.725 1.029 -0.4024
C 0.174 -1.783 0.769 -0.6165
C 0.595 -0.281 1.102 -0.0523
H 2.296 0.963 0.417 0.2247
H 2.672 -0.743 0.399 0.2189
H 2.642 -0.069 1.808 0.2048
H -0.745 2.670 0.462 0.2056
H -0.869 -1.905 0.603 0.2225
H 0.681 -0.239 2.232 0.2202
H 0.689 -1.940 -0.194 0.2348
H -1.813 0.376 -3.528 0.4556
H -1.947 1.449 1.197 0.2049
H -1.138 1.257 -1.487 0.0990
H -1.311 -1.060 -3.482 0.4837
H -0.393 1.901 1.931 0.2101
H 0.680 -2.264 1.615 0.2013
```


--- b ---
The following is a DFT calculation (ωB97M-V/def2-TZVPD) of 2 unconnected molecules or ions with the total composition C5H13NO2.

Calculated values
2S+1: 1
SMILES: CCN(C)C(C)=O.O
Frontier orbital gap in eV: 9.968

```
21
Properties=species:S:1:pos:R:3:nbo_charge:R:1
O 0.902 0.097 2.303 -0.9189
O -2.143 1.118 0.809 -0.6122
N -0.833 -0.258 -0.432 -0.4688
C -1.335 -1.363 0.502 -0.4382
C 1.705 -0.809 -0.739 -0.6363
C -0.471 2.300 -0.363 -0.7251
C -1.256 1.008 -0.005 0.6827
C 0.264 -0.658 -1.317 -0.2074
H 0.196 -0.015 -2.178 0.2079
H -1.422 -2.279 -0.064 0.1921
H 0.067 -1.717 -1.491 0.2000
H 1.659 -1.545 0.083 0.2035
H -0.709 -1.448 1.379 0.2059
H 2.057 0.136 -0.313 0.2016
H 0.647 0.157 1.376 0.4626
H 1.551 -0.617 2.253 0.4606
H -0.627 2.802 0.598 0.2554
H -2.344 -0.966 0.760 0.2548
H 0.603 2.136 -0.411 0.2119
H -0.869 2.905 -1.171 0.2392
H 2.359 -0.984 -1.577 0.2289
```


Most stable: b